Record 1
{
  "formula": "C4H6IN2",
  "method": "the ωB97M-V functional and the def2-TZVPD basis",
  "orbital_gap_ev": [7.9, 6.7],
  "relative_energy_kj_mol": 258.67,
  "total_energy_ev": -15316.5172,
  "total_charge": 1,
  "species": ["C", "C", "C", "C", "N", "N", "I", "H", "H", "H", "H", "H", "H"],
  "positions_angstrom": [[-0.160, 1.061, -1.121], [0.010, -0.276, -1.041], [0.541, 0.592, 0.864], [0.912, -1.746, 0.521], [0.079, 1.539, 0.086], [0.431, -0.556, 0.217], [-4.426, 0.111, 0.860], [-0.486, 1.743, -1.942], [0.087, -0.965, -1.815], [0.912, 0.594, 1.785], [1.567, -1.978, 1.387], [0.624, -2.655, -0.037], [-0.092, 2.536, 0.235]]
}

Record 2
{
  "formula": "C3H7NO2",
  "method": "the ωB97M-V functional and the def2-TZVPD basis",
  "orbital_gap_ev": 10.6,
  "relative_energy_kj_mol": 143.09,
  "total_energy_ev": -8809.0458,
  "smiles": "COC(=O)CN",
  "species": ["C", "O", "C", "O", "C", "N", "H", "H", "H", "H", "H", "H", "H"],
  "positions_angstrom": [[-1.209, 1.260, 1.627], [0.085, 0.691, 1.228], [0.064, 0.034, 0.043], [-0.977, -0.015, -0.578], [1.297, -0.813, -0.581], [0.837, -1.356, -1.852], [-1.061, 1.750, 2.594], [-1.983, 0.491, 1.736], [-1.572, 1.998, 0.902], [1.502, -1.690, 0.055], [2.274, -0.325, -0.751], [-0.152, -1.464, -1.686], [0.893, -0.661, -2.595]]
}

Record 3
{
  "formula": "C6H10NO",
  "method": "the ωB97M-V functional and the def2-TZVPD basis",
  "orbital_gap_ev": 9.9,
  "relative_energy_kj_mol": 183.08,
  "total_energy_ev": -9912.4960,
  "total_charge": 1,
  "smiles": "C=C(C=O)C[C@@H]1C[NH2+]1",
  "species": ["C", "C", "C", "C", "C", "C", "N", "O", "H", "H", "H", "H", "H", "H", "H", "H", "H", "H"],
  "positions_angstrom": [[-1.511, -1.269, -0.011], [-0.079, 0.750, -0.574], [2.359, 0.017, -0.333], [1.094, 0.455, 0.303], [-1.386, 0.222, -0.140], [-2.426, 1.062, 0.330], [1.573, -0.953, 0.475], [-0.667, -2.140, -0.190], [-2.565, -1.576, -0.019], [-0.087, 1.866, -0.506], [0.270, 0.410, -1.565], [2.176, -0.163, -1.437], [3.212, 0.456, 0.042], [1.237, 1.105, 1.140], [-2.397, 2.163, 0.351], [0.795, -1.776, 0.124], [-3.334, 0.575, 0.560], [1.737, -1.203, 1.450]]
}

Record 4
{
  "formula": "C2H5N3O",
  "method": "the ωB97M-V functional and the def2-TZVPD basis",
  "orbital_gap_ev": 9.5,
  "relative_energy_kj_mol": 314.09,
  "total_energy_ev": -8670.3871,
  "species": ["C", "N", "N", "C", "N", "O", "H", "H", "H", "H", "H"],
  "positions_angstrom": [[-1.289, -0.362, 0.224], [-1.889, 0.708, -0.349], [2.234, 0.083, -0.060], [1.013, -0.314, -0.398], [0.076, -0.089, 0.561], [-1.791, -1.455, 0.371], [-2.880, 0.673, -0.513], [-1.367, 1.561, -0.464], [3.007, -0.050, -0.691], [2.446, 0.501, 0.846], [0.441, -1.258, 0.473]]
}

Record 5
{
  "formula": "C42H37BeGeN3O2",
  "method": "the ωB97M-V functional and the def2-TZVPD basis",
  "spin_multiplicity": 2,
  "s2": 0.7552,
  "orbital_gap_ev": [5.9, 4.8],
  "relative_energy_kj_mol": 80.22,
  "total_energy_ev": -109635.2571,
  "total_charge": 1,
  "species": ["Be", "N", "C", "C", "C", "C", "C", "C", "C", "C", "N", "C", "H", "H", "H", "H", "H", "H", "H", "H", "C", "C", "C", "C", "C", "C", "N", "C", "C", "C", "C", "C", "C", "C", "O", "O", "C", "C", "H", "H", "H", "H", "H", "H", "H", "H", "H", "H", "H", "H", "H", "H", "C", "C", "C", "C", "C", "C", "Ge", "C", "C", "C", "C", "C", "C", "C", "C", "C", "C", "C", "C", "H", "H", "H", "H", "H", "H", "H", "H", "H", "H", "H", "H", "H", "H", "H"],
  "positions_angstrom": [[0.994, -0.806, 0.822], [2.797, -0.892, 0.531], [3.389, -0.771, 1.875], [4.683, -0.511, 2.174], [5.086, -0.447, 3.535], [4.195, -0.676, 4.545], [2.834, -0.942, 4.243], [1.816, -1.198, 5.192], [0.531, -1.415, 4.781], [0.221, -1.343, 3.412], [1.147, -1.115, 2.510], [2.450, -0.952, 2.907], [2.940, -1.833, 0.160], [3.220, -0.246, -0.127], [5.412, -0.363, 1.381], [6.121, -0.222, 3.769], [4.513, -0.648, 5.584], [2.069, -1.221, 6.250], [-0.258, -1.625, 5.488], [-0.796, -1.470, 3.047], [-5.433, 0.900, -3.305], [-4.123, 0.150, -3.273], [-2.959, 0.783, -3.695], [-1.747, 0.109, -3.664], [-1.699, -1.209, -3.243], [-2.864, -1.858, -2.839], [-2.826, -3.245, -2.525], [-1.701, -3.973, -2.149], [-1.523, -5.244, -2.708], [-0.427, -6.024, -2.403], [0.555, -5.547, -1.532], [0.384, -4.297, -0.968], [-0.741, -3.503, -1.237], [-0.983, -2.260, -0.434], [-2.083, -1.843, -0.188], [0.113, -1.595, -0.030], [-4.081, -1.179, -2.820], [-5.345, -1.854, -2.324], [-5.291, 1.911, -3.692], [-5.877, 0.980, -2.306], [-6.169, 0.393, -3.941], [-3.009, 1.803, -4.066], [-0.838, 0.605, -3.998], [-0.759, -1.756, -3.256], [-3.599, -3.787, -2.849], [-2.262, -5.604, -3.419], [-0.321, -7.003, -2.864], [1.417, -6.155, -1.284], [1.103, -3.934, -0.242], [-5.130, -2.763, -1.760], [-6.028, -2.110, -3.145], [-5.897, -1.190, -1.654], [3.570, 2.914, -3.058], [3.146, 1.593, -2.964], [2.315, 1.208, -1.915], [1.916, 2.140, -0.946], [2.335, 3.468, -1.058], [3.156, 3.851, -2.113], [0.746, 1.665, 0.510], [-1.048, 2.236, 0.207], [-1.686, 1.804, -0.965], [-3.005, 2.161, -1.211], [-3.696, 2.937, -0.284], [-3.068, 3.371, 0.881], [-1.750, 3.014, 1.136], [1.469, 2.261, 2.207], [0.700, 2.157, 3.380], [1.232, 2.540, 4.608], [2.538, 3.020, 4.680], [3.315, 3.114, 3.526], [2.789, 2.725, 2.297], [4.212, 3.219, -3.877], [3.451, 0.868, -3.712], [1.935, 0.187, -1.887], [2.015, 4.212, -0.329], [3.463, 4.887, -2.205], [-1.159, 1.184, -1.687], [-3.496, 1.822, -2.117], [-4.731, 3.201, -0.468], [-3.608, 3.984, 1.594], [-1.266, 3.374, 2.036], [-0.319, 1.785, 3.335], [0.625, 2.472, 5.508], [2.952, 3.325, 5.637], [4.329, 3.502, 3.583], [3.405, 2.797, 1.402]]
}

Record 6
{
  "formula": "CH3N2",
  "method": "the ωB97M-V functional and the def2-TZVPD basis",
  "orbital_gap_ev": 11.8,
  "relative_energy_kj_mol": 180.23,
  "total_energy_ev": -4054.6511,
  "total_charge": 1,
  "smiles": "C[N+]#N",
  "species": ["C", "N", "N", "H", "H", "H"],
  "positions_angstrom": [[0.351, -0.004, -0.035], [2.926, -0.005, -0.047], [1.681, 0.058, 0.107], [-0.154, 0.067, -1.026], [0.194, -0.999, 0.264], [-0.064, 0.929, 0.512]]
}